(1)
{
  "formula": "C6H11NO",
  "method": "ωB97M-V/def2-TZVPD",
  "symbols": ["C", "C", "C", "C", "C", "O", "C", "N", "H", "H", "H", "H", "H", "H", "H", "H", "H", "H", "H"],
  "positions_angstrom": [[0.7758, 1.4568, -0.4738], [0.3968, 0.0306, -0.3966], [-1.1293, -0.1755, -0.5219], [1.0738, -0.7974, 0.6883], [-1.5192, -1.5908, -0.9427], [1.7274, 2.0431, 0.1383], [-0.4432, 2.0232, 1.7382], [0.4471, 1.7537, 2.4472], [1.6978, 1.7753, 1.1169], [0.4034, 2.0131, -1.3344], [0.8191, -0.2741, -1.3802], [-1.5330, 0.5446, -1.2401], [-1.5609, 0.0881, 0.4445], [2.1472, -0.6025, 0.7325], [0.6470, -0.5699, 1.6635], [0.9419, -1.8572, 0.4747], [-1.2125, -2.3337, -0.2052], [-2.6030, -1.6631, -1.0449], [-1.0760, -1.8642, -1.9042]],
  "fmax_ev_per_a": 0.5,
  "gap_ev": 8.49,
  "energy_ev": -9934.993
}

(2)
{
  "formula": "C6H11NO",
  "method": "ωB97M-V/def2-TZVPD",
  "symbols": ["C", "C", "C", "C", "C", "H", "H", "H", "H", "H", "H", "H", "H", "H", "N", "C", "O", "H", "H"],
  "positions_angstrom": [[-0.4509, -0.2540, 2.2002], [0.0138, 0.3461, 1.0811], [0.5455, -0.4138, -0.1823], [1.9457, -0.3142, -0.2520], [-0.0358, -1.8211, -0.2726], [-0.1812, 0.0759, 3.1933], [-0.8575, -1.2548, 2.2095], [0.6864, 1.1850, 1.2833], [2.5879, -0.2546, 0.6123], [2.4426, -0.4454, -1.2029], [-1.1221, -1.8063, -0.1705], [0.3482, -2.3238, -1.1584], [0.3048, -2.4579, 0.5440], [0.6198, 1.3792, -1.9910], [-0.1776, 0.9798, -1.5258], [-1.3482, 1.2603, -0.9525], [-1.9262, 2.4584, -1.1656], [-2.1289, 0.5018, -0.9660], [-1.2662, 3.1594, -1.2843]],
  "smiles": "C=CC(=C)C.[H]/N=C\\O",
  "fmax_ev_per_a": 7.0,
  "gap_ev": 6.92,
  "energy_ev": -9931.588
}

(3)
{
  "formula": "C6H11NO",
  "method": "ωB97M-V/def2-TZVPD",
  "symbols": ["C", "N", "C", "C", "C", "C", "C", "O", "H", "H", "H", "H", "H", "H", "H", "H", "H", "H", "H"],
  "positions_angstrom": [[0.6967, -1.7077, 0.9006], [0.9252, -1.5152, -0.4194], [1.3496, -0.2788, -0.9404], [0.2220, 0.3628, -1.7029], [-0.5045, 1.2854, -0.7319], [-1.1643, 0.3740, 0.3137], [-1.0254, 0.3114, 1.7593], [-0.2531, -2.3074, 1.4556], [1.4242, -1.3510, 1.6929], [2.0095, -0.5202, -1.7559], [1.8796, 0.3890, -0.2690], [-0.4936, -0.3900, -2.0778], [0.5395, 0.9780, -2.5602], [0.2745, 1.8398, -0.1347], [-1.1184, 1.9724, -1.3067], [-2.2062, -0.0916, 0.0879], [-0.9621, 1.2209, 2.3921], [-0.1185, -0.0469, 0.9410], [-1.4748, -0.5250, 2.3558]],
  "fmax_ev_per_a": 5.0,
  "gap_ev": 6.03,
  "energy_ev": -9930.913
}

(4)
{
  "formula": "C6H11NO",
  "method": "ωB97M-V/def2-TZVPD",
  "symbols": ["C", "C", "C", "C", "C", "N", "C", "H", "H", "H", "H", "H", "H", "H", "H", "H", "O", "H", "H"],
  "positions_angstrom": [[-0.9362, 2.6016, 0.6312], [-1.3342, 1.1785, 1.0280], [-0.4234, 0.0195, 0.7525], [0.9559, -0.2183, 1.0720], [1.2357, -1.4878, 0.6317], [0.1743, -1.9606, -0.0830], [-0.9162, -1.1146, 0.1694], [-0.8659, 3.2575, 1.4916], [0.0104, 2.5778, 0.0866], [-1.6819, 3.0241, -0.0372], [-1.6104, 1.1471, 2.0930], [-2.2932, 0.9599, 0.5375], [1.5462, 0.5974, 1.4587], [2.0934, -2.1332, 0.7353], [0.1638, -2.7476, -0.6924], [-1.8711, -1.4165, -0.2269], [1.2054, 0.1882, -3.1288], [0.2943, 0.1094, -3.4089], [1.2373, 0.8442, -2.4294]],
  "smiles": "CCc1cc[nH]c1.O",
  "fmax_ev_per_a": 2.4,
  "gap_ev": 9.00,
  "energy_ev": -9937.237
}

(5)
{
  "formula": "C6H11NO",
  "method": "ωB97M-V/def2-TZVPD",
  "symbols": ["C", "C", "C", "C", "N", "C", "C", "O", "H", "H", "H", "H", "H", "H", "H", "H", "H", "H", "H"],
  "positions_angstrom": [[-1.8855, 0.7429, -1.1680], [1.5488, -0.9969, 1.4729], [-0.4711, 0.4202, -1.4927], [0.4025, -0.1660, 0.8901], [-0.8931, -0.5417, 1.4203], [0.5118, -0.0845, -0.6653], [0.5601, 1.2183, 0.4864], [-0.2441, 0.4921, -2.8234], [0.6780, 0.2725, -3.0203], [-0.9010, -1.4729, 1.8152], [-1.1958, 0.1370, 2.1071], [1.4450, -0.4189, -1.1077], [1.6173, 1.5004, 0.4439], [-2.5117, 0.5770, -2.0444], [-2.2170, 0.1397, -0.3248], [-1.9489, 1.7923, -0.8779], [1.3756, -2.0697, 1.3430], [2.5009, -0.7480, 1.0029], [1.6279, -0.7936, 2.5428]],
  "fmax_ev_per_a": 0.9,
  "gap_ev": 8.19,
  "energy_ev": -9934.293
}

(6)
{
  "formula": "C6H11NO2",
  "method": "ωB97M-V/def2-TZVPD",
  "symbols": ["C", "C", "C", "O", "C", "O", "C", "C", "N", "H", "H", "H", "H", "H", "H", "H", "H", "H", "H", "H"],
  "positions_angstrom": [[1.1834, -1.2424, -1.2445], [1.1019, 0.0255, -0.4147], [1.5391, 1.2841, -1.0910], [1.7219, -0.0908, 0.8467], [-0.4443, 0.5348, -0.3089], [-1.2287, 0.2187, -1.1991], [-0.8165, 0.7942, 1.0888], [-1.8343, 0.1581, 1.6969], [-2.5071, -0.9144, 1.1852], [2.2281, -1.5051, -1.4021], [0.6752, -2.0541, -0.7224], [0.6998, -1.0986, -2.2063], [1.2574, 1.3470, -2.1364], [0.7343, 2.0460, -0.6138], [2.5936, 1.4955, -0.9481], [1.2254, -0.7312, 1.3696], [-0.1779, 1.4598, 1.6493], [-2.1225, 0.4431, 2.7018], [-2.4141, -1.0453, 0.1869], [-3.4148, -1.1249, 1.5620]],
  "smiles": "CC(C)(O)C(=O)/C=C\\N",
  "fmax_ev_per_a": 5.1,
  "gap_ev": 9.22,
  "energy_ev": -11983.909
}

(7)
{
  "formula": "C6H11NO2",
  "method": "ωB97M-V/def2-TZVPD",
  "symbols": ["C", "C", "C", "C", "C", "C", "O", "N", "O", "H", "H", "H", "H", "H", "H", "H", "H", "H", "H", "H"],
  "positions_angstrom": [[-0.6799, -0.3510, -0.0369], [0.0154, 0.7698, -0.6940], [-1.5213, 0.0055, 1.1779], [-1.3370, -1.3795, -0.9320], [1.5058, 0.5133, 0.4341], [2.7876, 0.5764, -0.0098], [-0.3863, 2.0716, -0.6248], [0.7518, -0.8396, 0.4516], [1.2785, -1.7795, -0.1769], [-0.9564, 2.2082, 0.1421], [0.4538, 0.5521, -1.6601], [1.2055, 1.1473, 1.2646], [-1.7469, -0.8992, 1.7430], [-1.0103, 0.6911, 1.8572], [-1.6113, -2.2646, -0.3548], [-2.2408, -0.9592, -1.3780], [-0.6607, -1.6919, -1.7249], [-2.4699, 0.4554, 0.8717], [3.4451, 1.3734, 0.3044], [3.1774, -0.1997, -0.6546]],
  "fmax_ev_per_a": 1.5,
  "gap_ev": [7.71, 7.84],
  "energy_ev": -11980.428
}

(8)
{
  "formula": "C6H11NO2",
  "method": "ωB97M-V/def2-TZVPD",
  "symbols": ["C", "C", "C", "C", "C", "C", "N", "O", "O", "H", "H", "H", "H", "H", "H", "H", "H", "H", "H", "H"],
  "positions_angstrom": [[-1.2568, 0.1187, -0.3289], [0.7156, -0.1285, 0.2149], [-1.7306, -0.3003, 0.8732], [1.2373, -1.1925, -0.6684], [1.2440, -0.0346, 1.5990], [0.0963, 1.0740, -0.4850], [-1.6916, -0.2294, -1.5468], [0.0122, 2.1681, 0.4373], [0.4330, 1.3478, -1.6893], [0.0615, 2.9404, -0.1410], [-2.4494, -0.8735, -1.6936], [-1.1794, 0.1905, -2.3196], [-2.5744, -0.9773, 0.9501], [-1.3730, 0.1439, 1.7856], [2.1321, -0.7698, -1.1446], [2.2816, 0.3122, 1.4857], [1.4850, -2.1066, -0.1306], [0.5608, -1.4008, -1.4982], [0.7364, 0.7173, 2.1945], [1.2596, -0.9997, 2.1059]],
  "fmax_ev_per_a": 1.3,
  "gap_ev": 7.91,
  "energy_ev": -11982.538
}

(9)
{
  "formula": "C6H11NO2",
  "method": "ωB97M-V/def2-TZVPD",
  "symbols": ["C", "C", "C", "C", "O", "H", "H", "H", "H", "H", "H", "C", "C", "N", "O", "H", "H", "H", "H", "H"],
  "positions_angstrom": [[1.7070, -0.0695, -1.5132], [0.7232, 0.7736, -1.1656], [0.9385, 1.9729, -0.3007], [-0.6599, 0.5071, -1.6476], [-1.0005, -0.5280, -2.2086], [2.7252, 0.0819, -1.1688], [1.5191, -0.9412, -2.1350], [0.0736, 2.6438, -0.3119], [1.1111, 1.6703, 0.7368], [1.8036, 2.5496, -0.6430], [-1.3893, 1.3072, -1.4405], [-0.2406, -1.9923, 1.0252], [-0.6109, -0.7141, 1.7231], [-1.7908, -0.1556, 1.3293], [0.0760, -0.1924, 2.5904], [0.8358, -1.9990, 0.8334], [-0.5069, -2.8396, 1.6608], [-0.7600, -2.0869, 0.0680], [-2.4409, -0.6426, 0.7263], [-2.1134, 0.6548, 1.8415]],
  "smiles": "C=C(C)C=O.CC(N)=O",
  "fmax_ev_per_a": 1.5,
  "gap_ev": 9.89,
  "energy_ev": -11985.157
}

(10)
{
  "formula": "C6H11NO3S",
  "method": "ωB97M-V/def2-TZVPD",
  "symbols": ["C", "C", "C", "C", "C", "C", "H", "H", "H", "H", "H", "H", "H", "H", "H", "H", "H", "N", "O", "O", "O", "S"],
  "positions_angstrom": [[-3.3472, 1.2647, 0.5736], [-2.6393, 0.8157, -0.6877], [-1.7291, -0.0365, -1.0183], [0.5637, -0.4800, 0.5429], [1.8322, -0.4698, -0.4527], [2.8617, 0.5672, -0.0271], [-2.9511, 2.2962, 0.6118], [-2.9429, 0.5440, 1.3443], [-4.3272, 1.3341, 0.3282], [-2.7629, 1.5885, -1.5288], [-1.1935, 0.0021, -2.0237], [0.1126, 0.5898, 0.8442], [0.8983, -0.8585, 1.5510], [1.2783, -0.2373, -1.5585], [1.2288, -2.4306, -0.7620], [2.7817, -2.3882, -0.1608], [4.3419, 0.8470, 1.2148], [2.2785, -1.9035, -0.8289], [-1.7419, -1.4958, 1.3759], [3.7169, 0.0871, 0.8337], [2.8116, 1.7496, -0.0971], [-1.0711, -1.3859, -0.0749]],
  "fmax_ev_per_a": 5.6,
  "gap_ev": 9.61,
  "energy_ev": -24863.689
}

(11)
{
  "formula": "C6H11NO4",
  "method": "ωB97M-V/def2-TZVPD",
  "symbols": ["C", "C", "O", "C", "C", "O", "C", "O", "C", "N", "O", "H", "H", "H", "H", "H", "H", "H", "H", "H", "H", "H"],
  "positions_angstrom": [[-0.1685, 2.4359, 1.5965], [0.3551, 1.5619, 0.4148], [1.6447, 1.8328, 0.1069], [0.0629, 0.0431, 0.6416], [0.6599, -0.7752, -0.4560], [1.7768, -1.6179, -0.1062], [-0.4518, -1.7873, -0.7835], [-0.0032, -2.5811, -1.8763], [-1.6460, -1.0107, -1.1169], [-2.7613, -0.8613, -1.3756], [-3.8575, -0.3940, -1.3727], [-1.1665, 2.1869, 1.5299], [0.0993, 3.4709, 1.4450], [0.2307, 1.9947, 2.4803], [-0.1769, 1.8263, -0.4720], [2.0455, 1.1092, 0.5918], [-0.9725, -0.3359, 0.7232], [0.5903, -0.2732, 1.5625], [0.7682, -0.2220, -1.3701], [2.7422, -1.3370, -0.4137], [-0.6934, -2.4433, -0.0293], [0.9220, -2.8228, -1.7200]],
  "smiles": "C[C@@H](O)C[C@@H](O)[C@H](O)C#[N+][O-]",
  "fmax_ev_per_a": 3.8,
  "gap_ev": 10.00,
  "energy_ev": -16075.633
}

(12)
{
  "formula": "C6H11NO4S",
  "method": "ωB97M-V/def2-TZVPD",
  "symbols": ["C", "C", "O", "C", "C", "O", "N", "C", "S", "C", "O", "O", "H", "H", "H", "H", "H", "H", "H", "H", "H", "H", "H"],
  "positions_angstrom": [[2.3684, 1.0962, 0.4601], [1.1893, 0.4025, -0.2481], [1.1299, -0.9947, -0.1654], [-0.1274, 0.9725, 0.1525], [-0.5583, 2.3097, -0.3412], [-0.1666, 3.4373, -0.1623], [-1.6592, 1.9020, -1.0335], [-1.5265, 0.4881, -0.8110], [-2.8520, -0.2328, 0.2766], [-2.3846, -1.9762, 0.0741], [-4.1057, 0.1489, -0.2613], [-2.5535, 0.2003, 1.5840], [2.5032, 2.1189, -0.1294], [3.3138, 0.5948, 0.1484], [2.4532, 1.3607, 1.5035], [1.3776, 0.7120, -1.2550], [0.7043, -1.2707, 0.6436], [-0.5336, 0.6094, 1.1896], [-2.5596, 2.2048, -1.2508], [-1.3898, 0.0193, -1.7941], [-1.4067, -1.9185, -0.1021], [-2.8008, -2.4175, 1.0278], [-2.8778, -2.5088, -0.8153]],
  "smiles": "C[C@@H](O)[C@H]1C(=O)N[C@@H]1S(C)(=O)=O",
  "fmax_ev_per_a": 6.3,
  "gap_ev": 10.46,
  "energy_ev": -26912.877
}